(1)
This record from the Open Molecules 2025 dataset describes an isolated molecule of CH3NS2 at a distorted geometry. The level of theory is wB97M-V/def2-TZVPD.

Output
- relative energy (zero: lowest compared OMol25 entry of this formula, charge and spin) (kJ/mol) = 136.3
- SMILES = S=CNS
- HOMO energy (eV) = -8.80
- net charge = 0
- E (eV) = -24244.7028

Last column: Löwdin charge in e.
Geometry (Å):
S: -0.93 1.19 -1.31  0.51
C: -0.88 -0.21 -0.34  -0.73
N: 0.21 -0.52 0.45  -0.49
S: 1.81 0.23 0.42  0.65
H: -1.59 -1.11 -0.32  0.09
H: 0.00 -1.17 1.15  0.04
H: 1.38 1.60 -0.06  -0.09

---

(2)
This record from the Open Molecules 2025 dataset describes a cluster of 2 separate species, CH3NS2 in total at a distorted geometry. The level of theory is wB97M-V/def2-TZVPD.

Output
- relative energy (zero: lowest compared OMol25 entry of this formula, charge and spin) (kJ/mol) = 75.5
- SMILES = N=C=S.S
- HOMO energy (eV) = -9.60
- net charge = 0
- E (eV) = -24245.3329

Last column: Löwdin charge in e.
Geometry (Å):
N: 1.09 0.39 0.92  0.05
C: 2.23 0.79 0.79  -0.88
S: 3.73 1.04 0.67  0.78
H: 0.30 0.69 1.44  0.06
S: -1.33 0.57 -1.02  0.43
H: -0.18 0.12 -0.43  -0.26
H: -1.75 -0.57 -1.71  -0.18

---

(3)
This record from the Open Molecules 2025 dataset describes an isolated molecule of CH3NS3 at a distorted geometry. The level of theory is wB97M-V/def2-TZVPD.

Output
- relative energy (zero: lowest compared OMol25 entry of this formula, charge and spin) (kJ/mol) = 76.6
- SMILES = S=C(S)NS
- HOMO energy (eV) = -8.54
- net charge = 0
- E (eV) = -35079.9007

Last column: Löwdin charge in e.
Geometry (Å):
S: 0.26 -1.96 -0.13  0.61
C: 0.44 -0.37 -0.18  -1.31
S: 2.12 0.44 -0.10  0.72
N: -0.53 0.57 -0.16  -0.47
S: -2.22 -0.09 -0.14  0.70
H: 2.68 -0.56 0.36  -0.23
H: -0.59 1.48 -0.70  0.11
H: -2.16 0.49 1.05  -0.14

---

| no. | frontier orbital gap (eV) |
| --- | --- |
| 1 | 9.0 |
| 2 | 10.0 |
| 3 | 8.7 |